No. 1
{"formula": "C7H9NO2Si", "method": "the ωB97M-V functional and the def2-TZVPD basis", "symbols": ["C", "C", "C", "C", "C", "C", "C", "N", "O", "O", "Si", "H", "H", "H", "H", "H", "H", "H", "H", "H"], "xyz": [[-2.489665, 1.325288, -0.326622], [-2.205054, 0.822269, 0.997763], [-1.790480, 0.792826, -1.425433], [-1.179064, -0.085364, 1.180588], [-0.712330, 0.030347, -1.243191], [-0.441503, -0.465834, 0.062856], [0.715580, -1.506560, 0.332227], [2.923121, -0.121229, -0.776440], [2.995225, -1.098586, -1.456700], [3.406967, 1.017963, -0.986146], [2.094204, -0.348661, 0.816569], [-3.360661, 2.112118, -0.411947], [-2.835329, 1.304004, 1.752829], [-2.050870, 1.308993, -2.359129], [-1.016788, -0.506422, 2.176499], [-0.221301, -0.369110, -2.083695], [0.429939, -2.205941, 1.053639], [0.907693, -2.018605, -0.574065], [3.162620, -1.015755, 2.145772], [1.667700, 1.028258, 1.124617]], "forces_ev_per_angstrom": [[-1.1223, -0.1606, 1.7525], [-1.1289, 1.9628, -2.1918], [-2.4421, 4.0348, 0.1007], [-0.5857, 0.2878, -0.2287], [0.8026, -2.2415, 2.2473], [0.8492, -1.4160, 0.0013], [-1.0110, 2.8796, -0.7321], [1.1853, 2.7519, 1.1048], [0.5892, -0.7940, -1.7854], [-0.5823, -1.9759, -0.3744], [0.8705, -1.1849, 3.0345], [1.9702, -1.7642, -0.1206], [0.5161, -0.7098, 0.2528], [0.2914, -0.8753, -0.0523], [0.2488, 0.0771, -0.3875], [0.9656, -0.3456, -0.7853], [-0.4667, -0.9371, 1.2788], [0.5805, -0.5277, -0.8310], [-1.5943, 1.1910, -2.4947], [0.0641, -0.2526, 0.2112]], "e_lumo_ha": -0.01030, "total_energy_ha": -766.718927, "mol_weight_g_mol": 167.2, "de_lowest_kj_mol": 56.69, "max_force_ev_per_a": 4.72}

No. 2
{"formula": "C7H9NO5S", "method": "the ωB97M-V functional and the def2-TZVPD basis", "symbols": ["C", "C", "C", "C", "C", "C", "C", "N", "O", "O", "O", "O", "O", "S", "H", "H", "H", "H", "H", "H", "H", "H", "H"], "xyz": [[0.293744, 2.369815, -0.041837], [-0.451947, 1.568881, -0.957218], [1.343290, 1.612970, 0.370778], [0.191270, 0.371451, -1.053784], [-3.501721, -1.194055, 0.228251], [-2.306098, -1.026248, 0.782737], [-1.226680, -1.994239, 0.619784], [1.316234, 0.390785, -0.254856], [3.759257, -0.213136, -0.002533], [2.208860, -1.863669, -0.924846], [2.380357, 1.863611, 1.238698], [-0.135325, -0.720877, -1.770616], [-0.089648, -1.816648, 1.002027], [2.327949, -0.981116, 0.201659], [0.070375, 3.375653, 0.254468], [-1.340359, 1.857604, -1.477601], [-4.282626, -0.458863, 0.319382], [-3.731905, -2.073135, -0.352155], [-2.061583, -0.135187, 1.345307], [-1.510011, -2.920438, 0.088348], [2.301685, 2.774684, 1.536357], [0.612616, -1.346853, -1.720924], [3.832258, 0.559003, 0.568574]], "forces_ev_per_angstrom": [[0.4146, -0.1431, 0.3662], [0.0981, -0.5539, -0.1364], [-0.0725, 0.6650, 0.2582], [-0.5027, 0.0392, -0.3966], [0.2749, -0.1207, 0.0658], [-0.2394, 0.4571, 0.1500], [0.2667, -0.2207, -0.1832], [0.7120, -0.3439, 0.3116], [-0.3539, -0.8142, -0.6314], [0.1296, -0.4070, -0.6509], [-0.0331, -0.1378, -0.1021], [0.0751, -0.1833, -0.1242], [-0.5328, -0.1597, 0.1809], [0.3067, 1.3866, 0.7347], [0.0222, 0.2040, 0.0794], [-0.1966, -0.0166, -0.1957], [-0.1022, 0.1474, 0.0505], [0.0017, -0.2087, -0.1055], [0.0258, 0.0791, 0.0370], [0.0660, -0.0706, -0.0149], [0.0347, -0.0051, 0.0372], [-0.2081, 0.0749, -0.1341], [-0.1867, 0.3320, 0.4034]], "e_lumo_ha": 0.00369, "total_energy_ha": -1101.203414, "mol_weight_g_mol": 219.2, "de_lowest_kj_mol": 0.00, "max_force_ev_per_a": 1.60}

No. 3
{"formula": "C7H9NOS", "method": "the ωB97M-V functional and the def2-TZVPD basis", "symbols": ["O", "C", "C", "C", "C", "C", "C", "C", "H", "H", "H", "H", "H", "H", "N", "S", "H", "H", "H"], "xyz": [[1.930404, -0.687890, 0.831360], [0.917320, -1.194573, 0.310325], [-0.392016, -0.636842, 0.549431], [-1.587386, -1.063910, -0.002313], [-2.768055, -0.362405, 0.158351], [-2.674685, 0.848520, 0.798158], [-1.464850, 1.476646, 1.167281], [-0.348183, 0.669045, 1.120982], [1.068289, -2.050187, -0.360973], [-1.649094, -1.922373, -0.620513], [-3.599606, -0.738184, -0.266644], [-3.658923, 1.541341, 0.725116], [-1.311233, 2.416328, 1.608710], [0.593445, 1.111045, 1.362621], [3.186649, 0.121415, -1.374932], [1.627881, 0.242899, -2.409907], [3.010673, -0.431196, -0.477098], [3.719197, -0.499367, -1.871669], [3.400172, 1.159688, -1.248285]], "forces_ev_per_angstrom": [[-1.0282, -1.0993, -0.4961], [1.9866, 0.2342, 0.3617], [-0.4090, 2.1121, 0.1503], [0.2478, -0.3702, 0.2492], [3.5693, 1.0950, 1.5310], [-2.9911, 3.8298, -0.7982], [-0.2458, -3.0439, 0.1219], [-0.5121, -0.4342, -0.6961], [-0.4159, -0.0733, 0.0574], [0.3285, -0.9867, -0.3349], [-2.9024, -0.8792, -1.1351], [2.2822, -1.6918, 0.6209], [-0.5844, 1.3063, 0.2099], [0.4951, -0.1471, 0.2955], [-2.9487, 2.1121, 1.9447], [0.2844, -0.2744, 0.5045], [-0.2817, 1.5174, -0.4362], [2.5650, -0.7137, -1.9883], [0.5602, -2.4930, -0.1623]], "e_lumo_ha": -0.00554, "total_energy_ha": -800.232103, "mol_weight_g_mol": 155.2, "de_lowest_kj_mol": 136.65, "smiles": "O=Cc1ccccc1.[NH3+][S-]", "max_force_ev_per_a": 4.92}